Record 1
Formula: C29H72AsN2O9S2
Source: the OMol25 dataset
Level of theory: the ωB97M-V functional and the def2-TZVPD basis

relative energy (zero: lowest compared OMol25 entry of this formula, charge and spin)	5.748	eV
largest force on an atom	7.77	eV Å⁻¹
charge	-1

Geometry (Å):
1 O -3.6819 -7.9488 -3.4050
2 S -3.8664 -7.0700 -2.1435
3 O -4.9561 -7.7184 -1.2572
4 C -4.2037 -5.2385 -2.5441
5 As -2.9262 -4.0992 -1.4577
6 C -1.5514 -3.2025 -0.2461
7 C -0.7717 -1.9384 -0.9391
8 S 0.8921 -2.6096 -1.5884
9 C 0.6438 -2.6645 -3.4458
10 N 0.0730 -3.7676 -4.3168
11 N 0.1651 -3.2413 -5.6225
12 C 0.8058 -1.8455 -5.5563
13 O 1.1002 -1.4408 -4.1423
14 H -2.6159 -7.0665 -1.4475
15 H -5.3158 -5.0473 -2.1691
16 H -4.1742 -5.0498 -3.6984
17 H -1.7626 -5.0129 -1.9974
18 H -2.6704 -3.1097 -2.6303
19 H -4.0807 -3.1823 -0.9354
20 H -3.1962 -5.0900 -0.2566
21 H -2.0452 -2.8650 0.7660
22 H -0.7185 -4.0072 0.0279
23 H -1.3619 -1.4932 -1.8627
24 H -0.4757 -1.0732 -0.1916
25 H 1.0539 -1.1488 -6.4635
26 C -2.6857 4.0027 -1.6988
27 C -1.4779 3.3182 -1.0845
28 O -1.2904 1.9815 -1.5427
29 C -1.0546 1.8155 -2.9376
30 C 0.2098 2.5032 -3.4223
31 H -3.5830 3.3849 -1.5828
32 H -2.8609 4.9710 -1.2224
33 H -2.5457 4.1773 -2.7691
34 H -1.6253 3.2558 -0.0007
35 H -0.5677 3.9064 -1.2409
36 H -1.9272 2.1391 -3.5136
37 H -0.9530 0.7383 -3.1085
38 H 0.1189 3.5918 -3.3644
39 H 0.4142 2.2393 -4.4650
40 H 1.0689 2.2134 -2.8079
41 C -5.5737 -10.3386 -4.5027
42 C -6.7798 -10.0947 -3.6135
43 O -7.7588 -11.1279 -3.6910
44 C -7.3430 -12.4285 -3.2858
45 C -6.9136 -12.4991 -1.8307
46 H -5.8860 -10.5507 -5.5313
47 H -4.9177 -9.4640 -4.5071
48 H -4.9875 -11.1943 -4.1565
49 H -7.2751 -9.1741 -3.9413
50 H -6.4782 -9.9320 -2.5737
51 H -6.5569 -12.8022 -3.9493
52 H -8.2064 -13.0877 -3.4268
53 H -5.9931 -11.9337 -1.6586
54 H -6.7291 -13.5371 -1.5353
55 H -7.6845 -12.0760 -1.1778
56 C 2.8998 5.6284 0.9016
57 C 2.2966 4.9789 -0.3309
58 O 1.3705 5.8176 -1.0173
59 C 1.8859 7.0380 -1.5406
60 C 2.9728 6.8370 -2.5822
61 H 2.1148 6.0195 1.5582
62 H 3.4991 4.9052 1.4613
63 H 3.5501 6.4662 0.6351
64 H 1.7368 4.0903 -0.0191
65 H 3.0762 4.6305 -1.0162
66 H 2.2303 7.6864 -0.7288
67 H 1.0423 7.5536 -2.0120
68 H 3.8781 6.4136 -2.1374
69 H 3.2421 7.7923 -3.0445
70 H 2.6382 6.1464 -3.3636
71 C 2.0255 -1.1573 5.3666
72 C 1.4223 -1.8067 4.1341
73 O 0.4962 -0.9681 3.4478
74 C 1.0115 0.2523 2.9245
75 C 2.0984 0.0514 1.8829
76 H 1.2404 -0.7661 6.0232
77 H 2.6247 -1.8804 5.9264
78 H 2.6757 -0.3195 5.1002
79 H 0.8625 -2.6954 4.4459
80 H 2.2019 -2.1552 3.4489
81 H 1.3559 0.9007 3.7362
82 H 0.1679 0.7679 2.4531
83 H 3.0037 -0.3721 2.3277
84 H 2.3678 1.0066 1.4206
85 H 1.7639 -0.6393 1.1014
86 C 7.0200 -1.0643 6.9342
87 C 6.4168 -1.7137 5.7018
88 O 5.4907 -0.8751 5.0154
89 C 6.0061 0.3453 4.4921
90 C 7.0930 0.1444 3.4505
91 H 6.2350 -0.6731 7.5908
92 H 7.6193 -1.7874 7.4940
93 H 7.6703 -0.2265 6.6678
94 H 5.8570 -2.6024 6.0136
95 H 7.1964 -2.0622 5.0165
96 H 6.3505 0.9937 5.3039
97 H 5.1625 0.8609 4.0207
98 H 7.9983 -0.2790 3.8953
99 H 7.3623 1.0996 2.9882
100 H 6.7584 -0.5463 2.6690
101 C 0.9742 10.2401 3.1579
102 C 1.0146 10.7107 1.7151
103 O 0.8492 9.6560 0.7705
104 C -0.3839 8.9450 0.8218
105 C -1.5960 9.8178 0.5466
106 H 1.6765 9.4144 3.3170
107 H 1.2334 11.0583 3.8351
108 H -0.0208 9.8802 3.4340
109 H 1.9986 11.1505 1.5184
110 H 0.2793 11.5019 1.5362
111 H -0.4826 8.4200 1.7770
112 H -0.3281 8.1719 0.0479
113 H -1.7531 10.5461 1.3476
114 H -2.5000 9.2051 0.4691
115 H -1.4665 10.3789 -0.3851

Record 2
Formula: C29H73N2O9V
Source: the OMol25 dataset
Level of theory: the ωB97M-V functional and the def2-TZVPD basis

multiplicity	4
largest force on an atom	3.93	eV Å⁻¹
charge	+1

Geometry (Å):
1 V -17.5453 -13.3287 1.8122
2 C -17.7451 -9.3686 0.4583
3 C -17.5490 -10.6491 -0.3905
4 O -17.4995 -11.8220 0.3661
5 H -18.6329 -9.3004 1.0870
6 H -17.7910 -8.4628 -0.1463
7 H -16.8398 -9.2154 1.0458
8 H -16.6514 -10.5406 -0.9994
9 H -18.3772 -10.7584 -1.0907
10 C -21.3050 -8.9498 -1.0917
11 C -21.2413 -7.8030 -2.2137
12 C -21.5838 -8.3479 -3.6103
13 C -23.1068 -8.7979 -3.7881
14 C -24.0844 -7.6712 -3.4327
15 C -23.7357 -6.9323 -2.0717
16 N -22.2241 -6.7376 -1.9114
17 O -21.9467 -6.1531 -0.6508
18 C -24.4756 -5.5254 -2.1360
19 C -24.3899 -7.6542 -0.9234
20 C -19.7695 -7.2921 -2.2613
21 H -20.4043 -9.5592 -1.1665
22 H -22.2174 -9.5435 -1.1487
23 H -21.3434 -8.5817 -0.0665
24 H -21.2862 -7.6125 -4.3578
25 H -21.0007 -9.2397 -3.8403
26 H -23.2583 -9.6955 -3.1885
27 H -23.3024 -9.0514 -4.8300
28 H -25.0665 -8.1232 -3.2945
29 H -24.1941 -6.9833 -4.2712
30 H -25.5069 -5.7079 -2.4381
31 H -24.5056 -5.1054 -1.1306
32 H -23.9120 -4.8413 -2.7703
33 H -24.1372 -8.7086 -0.8124
34 H -24.1576 -7.1530 0.0162
35 H -25.4785 -7.6265 -0.9724
36 H -19.0556 -7.9355 -2.7755
37 H -19.3458 -7.1403 -1.2686
38 H -19.7195 -6.2746 -2.6490
39 H -22.2939 -6.8622 -0.1047
40 C -16.8150 -10.7478 -5.0044
41 C -17.5402 -12.0221 -5.3762
42 C -18.3319 -12.5359 -4.1282
43 C -19.6536 -11.7932 -3.7932
44 C -20.4911 -11.8158 -4.9899
45 C -19.8374 -11.2474 -6.2944
46 N -18.4889 -11.8564 -6.4696
47 O -17.7970 -11.4693 -7.6189
48 C -20.7311 -11.7251 -7.4339
49 C -19.7525 -9.6874 -6.2861
50 C -16.5423 -13.1935 -5.6767
51 H -16.1166 -10.9628 -4.1957
52 H -17.4473 -10.0222 -4.4927
53 H -16.2814 -10.2007 -5.7816
54 H -18.4912 -13.6052 -4.2671
55 H -17.7863 -12.3739 -3.1986
56 H -19.4541 -10.7646 -3.4930
57 H -20.0295 -12.4008 -2.9700
58 H -21.3578 -11.2289 -4.6857
59 H -20.7504 -12.8507 -5.2135
60 H -20.2752 -11.5058 -8.3995
61 H -20.7655 -12.8136 -7.3888
62 H -21.7421 -11.3179 -7.4239
63 H -19.1250 -9.2873 -5.4897
64 H -19.5751 -9.3891 -7.3193
65 H -20.7908 -9.3991 -6.1216
66 H -15.9156 -13.0150 -6.5505
67 H -17.0584 -14.1499 -5.7605
68 H -15.8602 -13.4401 -4.8631
69 H -17.6618 -10.5302 -7.4729
70 C -16.7553 -5.7447 -0.0163
71 C -15.6038 -6.1385 -0.9223
72 O -15.1458 -4.9591 -1.5343
73 H -17.0161 -6.5850 0.6270
74 H -17.6665 -5.5720 -0.5891
75 H -16.5077 -4.9061 0.6345
76 H -15.8720 -6.8642 -1.6900
77 H -14.7834 -6.5292 -0.3202
78 H -14.2121 -5.1020 -1.7058
79 C -13.6720 -10.1666 -2.0168
80 C -13.5583 -8.6609 -2.3429
81 O -12.9677 -8.0284 -1.2099
82 H -14.1005 -10.6865 -2.8736
83 H -14.3605 -10.3719 -1.1970
84 H -12.7056 -10.6110 -1.7789
85 H -14.5388 -8.2436 -2.5724
86 H -13.0018 -8.5238 -3.2700
87 H -12.7207 -7.1214 -1.4045
88 C -18.8269 -6.3099 2.6930
89 C -18.7055 -7.4058 3.8074
90 O -19.9106 -8.1763 3.7505
91 H -19.6536 -5.6279 2.8919
92 H -18.9557 -6.6884 1.6790
93 H -17.9167 -5.7101 2.6910
94 H -18.5069 -6.9110 4.7581
95 H -17.9636 -8.1540 3.5282
96 H -19.6913 -8.9549 4.2675
97 C -20.8432 -12.7645 0.8822
98 O -19.7556 -13.6159 1.1178
99 H -21.7268 -12.8951 1.5069
100 H -20.5914 -11.7040 0.8738
101 H -21.2559 -13.1180 -0.0627
102 H -20.1288 -14.4480 0.8178
103 C -15.6804 -11.0074 3.2303
104 O -16.3069 -12.3616 3.3135
105 H -14.7681 -10.9231 3.8209
106 H -15.3815 -10.7315 2.2191
107 H -16.3520 -10.2754 3.6789
108 H -16.4291 -12.5363 4.2496
109 C -14.6606 -13.3868 0.0139
110 O -15.2542 -13.7912 1.2952
111 H -13.7966 -14.0050 -0.2301
112 H -15.3631 -13.3220 -0.8170
113 H -14.2391 -12.3901 0.1444
114 H -14.5100 -14.1411 1.7904

Record 3
Formula: C29H74B3O14
Source: the OMol25 dataset
Level of theory: the ωB97M-V functional and the def2-TZVPD basis

largest force on an atom	1.97	eV Å⁻¹
charge	-1

Geometry (Å):
1 C -2.1464 0.6793 -2.3160
2 B -0.7320 1.4222 -2.6832
3 O -0.8580 2.5734 -3.5288
4 B 0.6891 0.8115 -2.0138
5 C 1.4533 2.0522 -1.2144
6 B 0.6066 2.3035 0.1187
7 O 0.7554 1.4261 1.2535
8 O -0.3384 3.3555 0.2082
9 O 1.5567 0.0408 -2.9675
10 C 2.4120 0.8435 -3.7306
11 C 3.0386 -0.0984 -4.8232
12 C 1.9525 -0.7707 -5.7334
13 C 4.0098 -1.1468 -4.1942
14 C 4.6998 -2.0014 -5.3322
15 C 4.1340 -3.4647 -5.3057
16 C 6.2569 -2.0189 -5.0803
17 H -1.9807 -0.3983 -2.5093
18 H -2.3114 0.8671 -1.2279
19 H -2.9586 1.1215 -2.9363
20 H -0.1510 2.6216 -4.1690
21 H 0.3475 0.0132 -1.1514
22 H 1.4421 3.0112 -1.7989
23 H 2.5194 1.8055 -0.9709
24 H 0.0581 0.7716 1.1807
25 H -0.3626 3.7221 1.0964
26 H 3.2787 1.2570 -3.1636
27 H 1.9079 1.6891 -4.2566
28 H 3.6617 0.5641 -5.4688
29 H 0.9444 -0.3520 -5.5389
30 H 1.9454 -1.8759 -5.6088
31 H 2.1658 -0.5783 -6.8125
32 H 4.7693 -0.6200 -3.5806
33 H 3.4299 -1.7996 -3.5114
34 H 4.5527 -1.5229 -6.3258
35 H 4.9929 -4.1584 -5.1535
36 H 3.5733 -3.7122 -6.2329
37 H 3.4189 -3.6295 -4.4705
38 H 6.4050 -2.5478 -4.1111
39 H 6.6770 -0.9934 -5.0394
40 H 6.7397 -2.6021 -5.8938
41 C 4.1020 6.4079 3.1755
42 O 3.1386 7.4320 2.9897
43 C 2.3069 7.1969 1.8572
44 C 0.9413 6.6819 2.2733
45 O 1.0296 5.3759 2.8280
46 C 0.9406 5.3807 4.2435
47 H 4.5659 6.5547 4.1513
48 H 3.6442 5.4159 3.1518
49 H 4.8759 6.4738 2.4043
50 H 2.7854 6.5039 1.1596
51 H 2.1820 8.1571 1.3472
52 H 0.3108 6.6065 1.3812
53 H 0.4590 7.3730 2.9711
54 H -0.0855 5.6035 4.5516
55 H 1.6286 6.1027 4.6918
56 H 1.1959 4.3828 4.6000
57 C -3.1044 2.6802 8.7565
58 O -2.2540 3.6718 9.3099
59 C -0.9354 3.6130 8.7798
60 C -0.7082 4.7064 7.7517
61 O -1.4888 4.4865 6.5838
62 C -2.6329 5.3232 6.5360
63 H -4.1279 2.9014 9.0575
64 H -3.0573 2.6733 7.6650
65 H -2.8292 1.6936 9.1440
66 H -0.7317 2.6281 8.3494
67 H -0.2461 3.7651 9.6163
68 H 0.3421 4.6820 7.4415
69 H -0.9112 5.6922 8.1795
70 H -2.3330 6.3551 6.3245
71 H -3.2026 5.2869 7.4676
72 H -3.2681 4.9760 5.7210
73 C 0.4915 -5.7428 -5.7574
74 O 0.3246 -4.6506 -6.6457
75 C 1.0768 -4.8050 -7.8431
76 C 0.1890 -5.2253 -9.0009
77 O -0.3125 -6.5455 -8.8194
78 C -1.6626 -6.5546 -8.3863
79 H -0.2466 -5.6506 -4.9616
80 H 0.3393 -6.6994 -6.2658
81 H 1.4906 -5.7129 -5.3126
82 H 1.8950 -5.5177 -7.7009
83 H 1.5157 -3.8284 -8.0712
84 H 0.7902 -5.2375 -9.9164
85 H -0.6276 -4.5120 -9.1420
86 H -2.3213 -6.2552 -9.2085
87 H -1.8184 -5.8962 -7.5289
88 H -1.9150 -7.5750 -8.0969
89 C -0.3845 -6.1341 -0.1252
90 O 0.4906 -5.1438 0.3819
91 C 1.8123 -5.2692 -0.1309
92 C 2.0870 -4.2401 -1.2136
93 O 1.3139 -4.4982 -2.3783
94 C 0.1947 -3.6240 -2.4880
95 H -1.4013 -5.8618 0.1576
96 H -0.3304 -6.1981 -1.2152
97 H -0.1458 -7.1093 0.3134
98 H 1.9893 -6.2826 -0.5055
99 H 2.4969 -5.0937 0.7050
100 H 3.1401 -4.3156 -1.5071
101 H 1.9116 -3.2267 -0.8432
102 H 0.5349 -2.6171 -2.7498
103 H -0.3890 -3.5883 -1.5655
104 H -0.4424 -3.9921 -3.2929
105 C -5.4955 -0.0421 8.1193
106 O -5.7063 1.0920 7.2949
107 C -4.9716 1.0178 6.0741
108 C -5.8705 0.6348 4.9125
109 O -6.3357 -0.7046 5.0381
110 C -7.6766 -0.7711 5.4923
111 H -6.2209 -0.0118 8.9326
112 H -5.6328 -0.9735 7.5642
113 H -4.4880 -0.0136 8.5464
114 H -4.1343 0.3197 6.1645
115 H -4.5602 2.0144 5.8874
116 H -5.2866 0.6835 3.9882
117 H -6.7069 1.3333 4.8212
118 H -8.3572 -0.4502 4.6969
119 H -7.8349 -0.1593 6.3837
120 H -7.8971 -1.8107 5.7352

| no. | E (eV) |
| --- | --- |
| 1 | -135144.4221 |
| 2 | -78339.2916 |
| 3 | -61965.6336 |